# 1
ORCA calculation (wB97M-V/def2-TZVPD) on C20H37N3NbO3 as an isolated structure at a distorted geometry.

Summary:
* charge: -1
* multiplicity: 1
* orbital gap: 6.357 eV

CARTESIAN COORDINATES (ANGSTROEM)
C -3.756 4.323 1.165
C -3.013 3.705 0.256
Nb -1.344 2.798 -1.069
C -2.810 1.242 -1.858
C -2.476 -0.294 -1.479
C -0.922 -0.707 -1.597
C -0.200 -0.943 -0.157
C -0.946 -1.628 1.063
C -0.279 -1.880 2.462
C 1.212 -1.483 2.688
C 2.016 -0.788 1.512
C 1.306 -0.534 0.120
H -4.222 4.671 2.159
H -0.753 1.749 0.289
H -0.041 2.180 -2.214
H -1.850 3.916 -2.444
H -0.143 4.065 -0.566
H -2.987 1.417 -2.991
H -3.835 1.483 -1.358
H -2.956 -0.566 -0.459
H -3.042 -0.950 -2.259
H -0.905 -1.759 -2.098
H -0.302 -0.032 -2.293
H -2.032 -1.969 0.946
H -0.865 -2.360 3.337
H 1.700 -1.694 3.716
H 3.112 -0.453 1.659
H 1.910 -0.018 -0.721
C 1.191 6.255 0.413
O 0.072 5.911 0.095
N 1.675 6.286 1.693
C 3.025 6.709 1.997
C 0.805 5.882 2.780
H 1.931 6.580 -0.338
H 3.553 5.889 2.492
H 2.987 7.574 2.665
H 3.564 6.984 1.088
H 0.485 4.850 2.617
H -0.079 6.525 2.789
H 1.326 5.958 3.737
C -1.517 -0.697 -5.787
O -1.683 0.072 -4.861
N -2.036 -1.960 -5.869
C -1.792 -2.819 -7.008
C -2.857 -2.453 -4.781
H -0.909 -0.421 -6.664
H -2.749 -3.079 -7.470
H -1.293 -3.730 -6.667
H -1.162 -2.322 -7.748
H -3.719 -1.794 -4.656
H -2.271 -2.441 -3.858
H -3.197 -3.469 -4.987
C 2.456 -6.790 4.065
O 3.210 -7.688 4.396
N 2.714 -5.456 4.190
C 1.763 -4.443 3.772
C 3.979 -5.037 4.758
H 1.468 -6.999 3.622
H 2.224 -3.817 3.006
H 1.497 -3.828 4.636
H 0.858 -4.898 3.365
H 4.794 -5.433 4.147
H 4.070 -5.444 5.768
H 4.042 -3.948 4.794

---

# 2
ORCA calculation (wB97M-V/def2-TZVPD) on C20H37N6OReSb as an isolated structure at a distorted geometry.

Summary:
* charge: +4
* multiplicity: 2
* expectation value of S²: 1.03
* orbital gap (spin up / spin down): 4.090 / 4.105 eV

CARTESIAN COORDINATES (ANGSTROEM)
Re 0.254 -0.078 0.902
C -0.949 4.042 0.142
C -0.789 2.575 0.210
N 0.299 1.981 0.624
C 1.444 2.692 1.156
C 2.672 1.776 1.103
N 2.365 0.368 1.497
C 2.604 0.023 2.928
C 1.357 0.252 3.777
N 0.178 -0.389 3.153
C -0.005 -1.828 3.490
C -0.329 -2.678 2.229
N -0.896 -1.777 1.254
C -2.136 -1.833 0.853
C -3.042 -2.978 1.068
C -2.590 -0.583 0.237
C -3.894 -0.275 -0.158
C -4.190 1.030 -0.525
C -3.200 2.007 -0.462
C -1.908 1.654 -0.063
N -1.623 0.364 0.248
H -0.945 4.454 1.157
H -1.876 4.345 -0.330
H -0.121 4.537 -0.373
H 1.206 2.993 2.184
H 1.667 3.611 0.603
H 3.480 2.191 1.716
H 3.025 1.753 0.066
H 3.062 -0.172 0.982
H 3.431 0.607 3.341
H 2.887 -1.031 2.978
H 1.159 1.320 3.883
H 1.526 -0.155 4.780
H -0.651 0.106 3.486
H -0.822 -1.923 4.208
H 0.896 -2.217 3.966
H -1.005 -3.498 2.488
H 0.589 -3.113 1.821
H -2.553 -3.912 0.788
H -3.956 -2.891 0.490
H -3.329 -3.077 2.119
H -4.682 -1.012 -0.159
H -5.190 1.305 -0.828
H -3.463 3.026 -0.703
C 2.946 -2.716 -0.360
C 2.061 -2.090 -1.389
N 2.179 -2.576 -2.605
O 1.239 -1.160 -1.139
H 3.768 -3.252 -0.828
H 2.380 -3.441 0.225
H 3.367 -1.982 0.321
H 2.833 -3.320 -2.814
H 1.612 -2.258 -3.381
C -1.142 -1.102 -3.879
Sb -0.036 0.576 -3.041
C -1.234 2.309 -3.564
C 1.857 0.889 -4.055
H -1.146 -0.975 -4.958
H -2.160 -1.052 -3.500
H -0.701 -2.060 -3.622
H -1.248 2.324 -4.648
H -0.762 3.215 -3.203
H -2.247 2.219 -3.188
H 1.635 1.076 -5.103
H 2.496 0.017 -3.953
H 2.347 1.765 -3.641